The molecule C19H20F2N2O3 at a distorted geometry, computed with ωB97M-V/def2-TZVPD.

Computed properties:
charge: 0
E_HOMO: -8.18 eV
M: 362.376 u
calculated total energy: -1270.96831 Eh
SMILES: CCc1ccc(OCC(=O)N/N=C(\C)c2ccc(OC(F)F)cc2)cc1
Kohn-Sham gap: 0.3104 Ha
energy relative to the best compared isomer or geometry (same formula, charge and spin): 4.2 kcal/mol

Atoms and positions in Å:
C 7.616 -1.624 2.072
C 6.682 -2.570 1.315
C 5.728 -1.792 0.454
C 6.066 -1.438 -0.847
C 5.209 -0.689 -1.624
C 3.982 -0.265 -1.116
O 3.197 0.449 -1.979
C 1.985 0.964 -1.505
C 2.176 2.041 -0.442
O 3.215 2.602 -0.198
N 1.031 2.361 0.239
N -0.130 1.725 0.022
C -1.205 2.026 0.645
C -1.337 3.133 1.656
C -2.372 1.197 0.328
C -2.441 0.534 -0.901
C -3.517 -0.265 -1.214
C -4.553 -0.423 -0.298
O -5.602 -1.234 -0.702
C -6.452 -1.714 0.226
F -7.380 -0.793 0.599
F -7.137 -2.723 -0.325
C -4.505 0.228 0.925
C -3.419 1.031 1.230
C 3.635 -0.610 0.184
C 4.507 -1.364 0.952
H 8.189 -1.020 1.372
H 7.041 -0.954 2.707
H 8.308 -2.187 2.695
H 6.125 -3.176 2.032
H 7.278 -3.241 0.692
H 7.014 -1.757 -1.257
H 5.467 -0.413 -2.635
H 1.505 1.429 -2.371
H 1.320 0.181 -1.120
H 1.118 3.096 0.942
H -0.744 3.997 1.355
H -0.988 2.803 2.635
H -2.371 3.450 1.741
H -1.633 0.662 -1.603
H -3.582 -0.775 -2.161
H -5.967 -2.081 1.152
H -5.309 0.136 1.640
H -3.393 1.512 2.195
H 2.697 -0.297 0.616
H 4.223 -1.624 1.962

The Mulliken scheme yields these atomic charges, measured in e: -1.058 -0.963 0.561 -0.375 -0.776 0.687 -0.446 -0.518 0.335 -0.630 -0.242 -0.210 0.885 -1.846 0.358 -0.462 -0.523 0.637 -0.465 0.265 -0.272 -0.253 -0.384 -0.885 -0.083 -0.925 0.324 0.324 0.349 0.345 0.355 0.363 0.426 0.373 0.467 0.227 0.482 0.363 0.470 0.418 0.444 0.323 0.440 0.394 0.358 0.341

---

C19H20F2NS as an isolated structure at a distorted geometry, computed with ωB97M-V/def2-TZVPD.

Computed properties:
charge: +1
E_HOMO: -11.88 eV
M: 332.439 u
calculated total energy: -1388.34029 Eh
Kohn-Sham gap: 0.2866 Ha

Atoms and positions in Å:
C -1.334 0.116 4.508
S -1.314 -0.782 2.903
C -2.752 -0.072 2.139
C 0.072 -0.194 1.835
C 1.187 0.100 2.779
N 2.154 0.241 3.439
H -0.360 0.056 4.989
H -1.633 1.144 4.332
H -2.068 -0.368 5.174
H -2.698 -0.228 1.048
H -3.639 -0.614 2.511
H -2.848 0.994 2.382
H -0.333 0.799 1.495
C -4.152 -2.028 -2.728
C -2.911 -1.687 -1.975
C -2.405 -0.391 -1.924
F -3.113 0.573 -2.611
C -1.201 -0.043 -1.322
C -0.462 -1.034 -0.661
C 0.732 -0.724 0.132
C 1.790 0.091 -0.505
C 1.660 0.880 -1.664
C 2.604 1.879 -1.897
F 2.432 2.765 -2.942
C 3.793 1.990 -1.182
C 4.810 3.030 -1.526
C 4.047 1.007 -0.214
C 3.063 0.085 0.106
C -0.973 -2.346 -0.647
C -2.164 -2.673 -1.299
H -4.421 -3.068 -2.530
H -4.935 -1.394 -2.307
H -4.154 -1.889 -3.820
H -0.935 1.011 -1.363
H 1.158 -1.617 0.629
H 0.798 0.879 -2.323
H 5.729 2.917 -0.927
H 5.109 3.150 -2.588
H 4.325 3.966 -1.214
H 5.028 0.950 0.289
H 3.211 -0.636 0.925
H -0.396 -3.117 -0.128
H -2.506 -3.718 -1.320

The Mulliken scheme yields these atomic charges, measured in e: -1.000 0.343 -0.645 0.227 -0.199 -0.454 0.417 0.380 0.390 0.003 0.431 0.420 0.340 -1.376 0.806 0.112 -0.373 -0.723 0.393 -0.127 -0.012 -0.598 0.172 -0.332 0.686 -1.335 -0.734 -0.745 -0.522 -0.810 0.385 0.305 0.306 0.733 0.749 0.883 0.346 0.313 0.319 0.305 0.473 0.429 0.319

---

A 2-piece molecular cluster, C19H20FNO4S2 overall at a distorted geometry, computed with ωB97M-V/def2-TZVPD.

Computed properties:
charge: 0
E_HOMO: -6.16 eV
M: 409.504 u
calculated total energy: -1987.76864 Eh
Kohn-Sham gap: 0.1489 Ha

Atoms and positions in Å:
C 3.271 2.792 -2.668
C 2.024 2.110 -3.259
C 1.398 1.126 -2.263
N 1.149 1.796 -0.967
C -0.076 1.796 -0.354
C -0.387 2.525 0.827
C 0.073 3.851 1.054
C -0.172 4.485 2.248
C -0.858 3.829 3.261
C -1.340 2.543 3.056
C -1.143 1.910 1.855
C 2.371 2.357 -0.358
C 2.978 3.405 -1.290
H 4.080 2.057 -2.572
H 3.640 3.566 -3.355
H 1.281 2.874 -3.521
H 2.275 1.599 -4.198
H 0.464 0.702 -2.649
H 2.068 0.279 -2.081
H -0.786 1.073 -0.717
H 0.592 4.375 0.270
H 0.181 5.492 2.408
H -1.008 4.314 4.211
H -1.859 2.031 3.851
H -1.521 0.913 1.694
H 2.157 2.761 0.636
H 3.071 1.529 -0.201
H 3.887 3.838 -0.849
H 2.271 4.235 -1.410
F 0.784 -1.501 1.316
C -0.126 -2.341 0.908
S -1.706 -2.463 1.743
O -1.653 -2.861 3.192
O -2.683 -1.430 1.256
C -2.101 -3.996 0.890
C -1.266 -4.414 -0.110
C -1.520 -5.582 -0.787
C -2.624 -6.341 -0.452
C -3.465 -5.921 0.558
C -3.203 -4.743 1.229
S 0.166 -3.402 -0.506
O -0.168 -2.754 -1.820
O 1.326 -4.350 -0.375
H -0.845 -5.892 -1.569
H -2.823 -7.261 -0.981
H -4.329 -6.511 0.825
H -3.845 -4.399 2.024

The Mulliken scheme yields these atomic charges, measured in e: -0.736 -0.674 -0.753 0.290 0.073 -0.152 -0.212 -0.673 -0.319 -0.796 -0.397 -0.944 -0.419 0.321 0.361 0.317 0.343 0.487 0.308 0.550 0.529 0.414 0.399 0.463 0.666 0.566 0.361 0.367 0.233 -0.342 0.101 1.152 -0.676 -0.648 0.239 0.212 -0.608 -0.572 -0.609 -0.585 1.065 -0.619 -0.666 0.413 0.374 0.378 0.416

---

C19H20HfN6O7PS2Te as an isolated structure at a distorted geometry, computed with ωB97M-V/def2-TZVPD.

Computed properties:
charge: -1
E_HOMO (alpha / beta): -2.30 / -2.29 eV
M: 845.602 u
calculated total energy: -3045.22875 Eh
Kohn-Sham gap (alpha / beta): 0.1208 / 0.1206 Ha
energy relative to the best compared isomer or geometry (same formula, charge and spin): 45.7 kcal/mol

Atoms and positions in Å:
Hf 11.276 5.256 10.152
O 17.184 6.406 7.856
C 15.966 6.335 8.483
C 15.769 5.833 9.806
C 14.453 5.646 10.224
N 13.422 6.117 9.542
C 13.650 6.502 8.263
C 14.864 6.683 7.694
C 12.312 6.583 7.462
O 12.143 7.013 6.323
O 11.388 6.079 8.234
C 14.044 4.798 11.405
O 14.679 4.375 12.347
O 12.764 4.496 11.293
H 17.932 6.297 8.469
H 16.591 5.550 10.485
H 15.041 7.017 6.674
S 8.754 6.016 9.292
C 7.481 5.869 10.436
S 7.633 6.975 11.816
C 6.378 4.963 10.392
C 5.499 5.002 11.438
N 4.841 4.982 12.414
C 6.143 4.060 9.392
N 5.982 3.205 8.583
N 12.337 3.401 13.650
C 11.014 2.792 13.466
P 9.946 3.982 12.585
O 10.470 5.404 12.743
O 10.049 3.552 11.073
C 8.322 3.642 13.296
N 7.777 4.848 13.903
H 13.078 2.699 13.721
H 12.370 4.022 14.493
H 12.609 3.956 12.751
H 10.651 2.469 14.479
H 11.121 1.903 12.844
H 8.402 2.731 13.915
H 7.724 3.417 12.393
H 6.775 4.757 14.155
H 7.691 5.593 13.264
H 8.327 5.161 14.724
Te 11.994 8.000 10.842
C 10.315 -0.485 8.002
C 10.901 0.914 8.053
C 11.967 1.192 8.913
C 12.390 2.476 9.070
N 11.591 3.514 8.690
C 10.643 3.272 7.726
C 10.364 1.966 7.315
H 10.589 -1.001 8.934
H 10.628 -1.033 7.112
H 9.217 -0.400 8.004
H 12.422 0.413 9.525
H 13.320 2.744 9.571
H 10.194 4.172 7.351
H 9.682 1.755 6.484

The Mulliken scheme yields these atomic charges, measured in e: -0.184 -0.557 1.024 -0.944 -0.113 0.064 0.108 -0.676 0.419 -0.780 -0.178 0.834 -0.823 -0.050 0.297 0.337 0.517 -0.441 0.410 -0.431 0.364 0.076 -0.735 0.138 -0.693 -0.029 -1.035 1.286 -0.612 -0.506 -0.905 0.210 0.418 0.380 0.108 0.444 0.280 0.576 0.226 0.505 -0.560 0.431 -0.497 -1.435 1.227 -0.950 -0.408 0.211 -0.172 -0.868 0.355 0.318 0.376 0.331 0.418 0.524 0.370

---

C19H20IrN3O6S4 as an isolated structure, computed with ωB97M-V/def2-TZVPD.

Computed properties:
charge: -1
E_HOMO (alpha / beta): -4.53 / -5.03 eV
M: 706.869 u
spin multiplicity: 2
calculated total energy: -3048.86056 Eh
Kohn-Sham gap (alpha / beta): 0.2296 / 0.2484 Ha
<S²>: 0.75
energy relative to the best compared isomer or geometry (same formula, charge and spin): 7.7 kcal/mol

Atoms and positions in Å:
Ir -0.551 0.652 -0.333
O 1.429 0.768 1.334
C 0.810 0.935 2.591
C -0.395 1.834 2.453
C -0.635 2.805 3.411
C -1.768 3.596 3.327
C -2.644 3.389 2.276
C -2.339 2.417 1.345
N -1.241 1.650 1.416
H 1.905 -0.074 1.312
H 1.498 1.374 3.317
H 0.477 -0.029 2.985
H 0.080 2.938 4.211
H -1.957 4.365 4.064
H -3.544 3.975 2.160
H -2.982 2.227 0.500
O 0.941 -0.134 -1.679
N 0.641 -0.262 -2.966
C 1.678 -0.242 -3.830
C 1.484 -0.411 -5.171
C 0.180 -0.580 -5.641
C -0.864 -0.561 -4.750
C -0.647 -0.391 -3.376
S -1.918 -0.325 -2.221
H 2.634 -0.076 -3.359
H 2.334 -0.388 -5.836
H -0.010 -0.709 -6.698
H -1.889 -0.657 -5.076
N -0.915 -1.298 0.607
C 0.110 -2.120 1.220
C -0.093 -2.605 2.503
C 0.911 -3.320 3.145
C 2.110 -3.561 2.501
C 2.295 -3.101 1.202
C 1.303 -2.379 0.553
S 3.418 -4.495 3.311
O 4.605 -3.687 3.076
O 2.991 -4.564 4.700
O 3.407 -5.767 2.606
H -1.657 -1.157 1.284
H -1.321 -1.772 -0.202
H -1.032 -2.406 3.011
H 0.788 -3.686 4.156
H 3.241 -3.295 0.714
H 1.452 -1.981 -0.443
C -2.879 2.878 -2.236
O -1.865 2.908 -3.231
C -0.568 2.898 -2.896
S 0.516 3.006 -4.127
S -0.104 2.814 -1.200
H -3.809 3.030 -2.779
H -2.724 3.671 -1.503
H -2.887 1.907 -1.739

The Mulliken scheme yields these atomic charges, measured in e: 1.425 -0.601 -0.361 0.774 -0.952 -0.322 -0.863 -0.154 0.167 0.299 0.411 0.107 0.403 0.403 0.403 0.511 -0.895 0.349 -0.323 -0.631 -0.170 -0.773 0.648 -0.612 0.420 0.385 0.373 0.384 -0.476 0.282 -0.651 -0.535 -0.180 -0.439 -0.913 1.295 -0.697 -0.723 -0.683 0.286 0.448 0.345 0.492 0.381 0.661 -0.454 -0.312 0.198 -0.325 -0.441 0.337 0.336 -0.037